[1]
The following is a DFT calculation (ωB97M-V/def2-TZVPD) of 3 unconnected molecules or ions with the total composition C25H53N6O9S2.

Each line ends with the Mulliken charge.
CARTESIAN COORDINATES (ANGSTROEM)
1 C 7.148 -3.810 3.278  -1.28
2 C 6.142 -3.458 2.177  -0.44
3 C 5.444 -2.111 2.400  -0.23
4 C 3.965 -2.173 2.076  -0.68
5 O 3.356 -0.929 2.404  -0.37
6 N 2.002 -1.148 2.797  0.69
7 C 1.120 -0.536 1.806  -1.42
8 C -0.019 -1.477 1.452  0.21
9 S 0.562 -3.083 0.866  -0.35
10 C 0.721 -3.926 2.369  0.56
11 N 1.453 -4.968 2.611  -0.37
12 N 1.258 -5.241 3.970  -0.51
13 C 0.467 -4.328 4.406  0.00
14 O 0.048 -3.472 3.444  -0.08
15 C 1.816 -0.643 4.177  1.20
16 S 2.536 -1.826 5.371  -0.28
17 C 2.345 0.795 4.375  -1.84
18 C 3.830 1.060 4.626  1.38
19 O 4.223 0.807 5.979  -0.62
20 C 4.173 2.526 4.326  -1.04
21 N 5.596 2.795 4.138  -0.69
22 C 0.265 -0.621 4.552  0.12
23 O -0.104 -1.478 5.352  -0.76
24 O -0.378 0.297 3.988  -0.68
25 H 6.654 -4.301 4.117  0.29
26 H 7.631 -2.907 3.654  0.32
27 H 7.928 -4.477 2.911  0.39
28 H 5.397 -4.251 2.093  0.38
29 H 6.679 -3.438 1.226  0.34
30 H 5.541 -1.824 3.452  0.11
31 H 5.928 -1.325 1.818  0.33
32 H 3.813 -2.387 1.010  0.20
33 H 3.480 -2.975 2.633  0.36
34 H 1.701 -0.339 0.902  0.57
35 H 0.705 0.407 2.158  0.25
36 H -0.700 -1.575 2.293  0.28
37 H -0.574 -1.051 0.627  -0.21
38 H 0.122 -4.146 5.409  0.49
39 H 3.781 -1.778 4.877  0.11
40 H 2.026 1.376 3.511  0.21
41 H 1.802 1.209 5.230  0.57
42 H 4.467 0.453 3.983  -0.36
43 H 3.492 0.368 6.428  0.46
44 H 3.612 2.886 3.464  0.38
45 H 3.834 3.106 5.189  0.35
46 H 6.119 2.332 4.871  0.31
47 H 5.906 2.433 3.246  0.26
48 C -3.120 0.907 1.510  -0.67
49 O -2.795 0.598 0.162  -0.28
50 C -3.033 -0.752 -0.213  -1.28
51 C -4.117 -0.844 -1.261  0.27
52 N -5.425 -0.508 -0.709  -0.31
53 C -6.465 -0.355 -1.718  -0.74
54 C -6.308 0.796 -2.704  0.28
55 O -6.435 2.083 -2.132  -0.46
56 C -5.249 2.629 -1.584  -0.30
57 H -2.796 1.930 1.688  0.21
58 H -4.198 0.836 1.696  0.30
59 H -2.591 0.256 2.212  0.29
60 H -3.278 -1.361 0.662  0.51
61 H -2.106 -1.138 -0.643  0.51
62 H -4.154 -1.865 -1.654  0.32
63 H -3.823 -0.182 -2.087  -0.01
64 H -5.349 0.353 -0.182  0.14
65 H -7.422 -0.227 -1.207  0.34
66 H -6.529 -1.289 -2.286  0.41
67 H -7.113 0.717 -3.441  0.43
68 H -5.365 0.724 -3.259  -0.38
69 H -4.361 2.278 -2.119  0.02
70 H -5.131 2.392 -0.524  0.20
71 H -5.312 3.713 -1.682  0.32
72 C 1.190 3.188 -5.691  -0.74
73 O -0.097 3.686 -5.391  -0.35
74 C -0.915 3.944 -6.523  -0.82
75 C -2.098 3.003 -6.560  -0.11
76 N -1.673 1.639 -6.844  -0.31
77 C -2.723 0.636 -6.710  -1.11
78 C -3.306 0.403 -5.322  -0.12
79 O -2.401 -0.162 -4.397  -0.42
80 C -1.604 0.755 -3.667  -0.24
81 H 1.740 3.136 -4.753  0.25
82 H 1.155 2.186 -6.134  0.31
83 H 1.724 3.854 -6.376  0.35
84 H -0.331 3.863 -7.445  0.42
85 H -1.282 4.971 -6.441  0.39
86 H -2.785 3.328 -7.347  0.35
87 H -2.623 3.097 -5.599  0.11
88 H -0.913 1.399 -6.220  0.13
89 H -2.315 -0.316 -7.058  0.38
90 H -3.541 0.900 -7.389  0.45
91 H -4.115 -0.326 -5.427  0.42
92 H -3.754 1.313 -4.902  0.19
93 H -2.129 1.701 -3.504  0.15
94 H -0.651 0.961 -4.164  0.30
95 H -1.390 0.306 -2.697  -0.01

- LUMO energy: 2.11 eV
- Multiplicity: 1
- HOMO energy: -5.656 eV
- Total charge: -1

---

[2]
The following is a DFT calculation (ωB97M-V/def2-TZVPD) of a molecular structure, C25H53O23S6V at a distorted geometry.

Each line ends with the Mulliken charge.
CARTESIAN COORDINATES (ANGSTROEM)
1 O 3.052 1.008 3.474  -0.59
2 V 3.383 -0.457 2.904  1.45
3 O 2.387 -1.489 3.640  -0.56
4 C 0.312 -1.304 1.307  -1.64
5 C 1.192 -0.520 0.347  2.15
6 C 0.415 0.785 -0.057  -0.97
7 O 2.492 -0.225 0.789  -0.83
8 H 0.679 -2.313 1.503  0.44
9 H -0.656 -1.467 0.824  0.18
10 H 0.090 -0.792 2.244  0.29
11 H 1.273 -1.090 -0.584  -0.69
12 H -0.033 1.211 0.846  0.34
13 H -0.420 0.452 -0.675  0.31
14 H 1.083 1.544 -0.457  0.15
15 C -2.723 -0.437 7.498  -0.35
16 C -1.734 -1.472 8.112  -0.42
17 O -1.044 -1.900 6.967  -0.30
18 S -1.959 -2.028 5.676  1.12
19 O -2.573 -3.339 5.638  -0.61
20 O -1.188 -1.568 4.560  -0.28
21 O -3.046 -0.937 6.194  -0.34
22 H -2.207 0.510 7.350  0.30
23 H -3.584 -0.380 8.161  0.32
24 H -2.181 -2.326 8.624  0.31
25 H -1.019 -1.050 8.817  0.28
26 C 1.072 -4.647 5.096  -0.07
27 C 0.589 -6.071 5.239  -0.39
28 O 0.761 -6.701 3.937  -0.36
29 S 1.440 -5.671 2.831  0.87
30 O 0.470 -4.956 2.028  -0.07
31 O 2.489 -6.363 2.125  -0.59
32 O 2.018 -4.805 4.074  -0.38
33 H 1.584 -4.216 5.954  0.42
34 H 0.233 -3.988 4.859  -0.07
35 H -0.448 -6.053 5.568  0.30
36 H 1.281 -6.624 5.872  0.30
37 O 2.607 -1.976 -2.913  -0.56
38 S 1.858 -3.177 -3.249  1.20
39 O 1.908 -4.350 -2.432  -0.60
40 O 0.293 -2.753 -3.460  -0.15
41 C -0.050 -1.623 -4.235  0.04
42 C -1.070 -2.011 -5.281  -1.08
43 C 2.217 -3.669 -4.975  -0.91
44 H 0.827 -1.194 -4.728  0.47
45 H -0.427 -0.752 -3.695  -0.14
46 H -0.679 -2.724 -6.011  0.32
47 H -1.152 -1.159 -5.966  0.13
48 H -2.087 -2.298 -5.022  0.37
49 H 3.298 -3.631 -5.101  0.37
50 H 1.686 -3.070 -5.706  0.26
51 H 1.986 -4.727 -4.858  0.33
52 O 0.869 4.421 -1.108  -0.57
53 S 2.309 4.382 -0.939  1.03
54 O 3.010 3.311 -1.572  -0.60
55 O 2.938 5.848 -1.346  -0.20
56 C 4.334 5.874 -1.655  -0.09
57 C 4.721 7.334 -1.853  -1.30
58 C 2.626 4.389 0.867  -0.74
59 H 4.586 5.354 -2.580  0.27
60 H 4.913 5.398 -0.861  0.32
61 H 4.612 7.921 -0.940  0.33
62 H 4.139 7.835 -2.623  0.31
63 H 5.798 7.304 -2.029  0.38
64 H 1.951 5.113 1.316  0.31
65 H 3.684 4.479 1.105  0.36
66 H 2.385 3.381 1.203  0.15
67 O -2.420 -5.989 1.189  -0.61
68 S -2.583 -5.085 0.083  1.22
69 O -3.278 -5.548 -1.080  -0.66
70 O -3.248 -3.689 0.630  -0.37
71 C -2.938 -3.249 1.920  0.34
72 C -3.636 -1.897 2.168  -1.47
73 C -0.985 -4.367 -0.506  -0.08
74 H -1.877 -3.284 2.186  0.00
75 H -3.340 -3.951 2.658  0.47
76 H -4.680 -2.094 2.400  0.40
77 H -3.359 -1.227 1.353  0.37
78 H -3.250 -1.345 3.025  0.26
79 H -1.239 -3.930 -1.469  0.17
80 H -0.253 -5.166 -0.569  0.44
81 H -0.835 -3.613 0.261  -0.53
82 O 1.551 1.452 -3.266  -0.45
83 S 0.952 2.415 -4.171  0.86
84 O 1.614 3.658 -4.505  -0.65
85 O 0.635 1.531 -5.551  -0.04
86 C 0.510 2.326 -6.731  -0.37
87 C 0.130 1.300 -7.841  -1.13
88 C -0.754 2.747 -3.525  -0.87
89 H 1.454 2.857 -6.861  0.33
90 H -0.236 3.125 -6.699  0.37
91 H 1.005 0.731 -8.145  0.29
92 H -0.213 1.911 -8.677  0.40
93 H -0.703 0.716 -7.457  0.22
94 H -0.735 3.558 -2.804  0.29
95 H -1.183 1.803 -3.197  0.22
96 H -1.299 2.952 -4.449  0.51
97 C -2.844 5.715 1.723  -0.39
98 C -1.730 4.896 1.774  -0.73
99 C -1.702 3.869 0.829  0.48
100 C -2.653 3.796 -0.178  -0.18
101 C -3.651 4.775 -0.355  -0.62
102 C -3.750 5.697 0.678  -0.30
103 H -2.903 6.526 2.439  0.32
104 H -1.108 4.968 2.655  0.41
105 H -0.859 3.200 0.728  -0.08
106 H -2.488 2.894 -0.755  0.41
107 H -4.293 4.896 -1.216  0.39
108 H -4.395 6.567 0.672  0.31

- LUMO energy: -2.22 eV
- Multiplicity: 1
- HOMO energy: -8.705 eV

---

[3]
The following is a DFT calculation (ωB97M-V/def2-TZVPD) of 3 unconnected molecules or ions with the total composition C25H54FN2O6P4 at a distorted geometry.

Each line ends with the Mulliken charge.
CARTESIAN COORDINATES (ANGSTROEM)
1 C 0.377 1.752 3.691  -1.26
2 C 1.713 2.453 3.342  0.72
3 C 1.477 3.987 3.519  -1.54
4 C 2.583 1.984 2.166  -0.96
5 N 2.216 2.071 0.719  0.18
6 C 1.803 3.472 0.288  0.14
7 P 2.648 4.016 -1.305  0.42
8 C 1.730 5.329 -2.215  -1.17
9 C 4.269 4.791 -0.785  -1.23
10 C 0.282 3.574 0.364  -0.36
11 C -0.287 5.000 0.304  -0.88
12 C -1.610 5.087 1.071  0.25
13 O -1.695 5.327 2.175  -0.38
14 F -2.689 4.874 0.299  -0.27
15 N -0.422 2.637 -0.532  -0.05
16 C -0.098 1.267 -0.092  -0.69
17 P -1.039 -0.071 -1.051  0.91
18 C -1.918 -1.135 0.203  -1.02
19 C -2.394 0.733 -2.023  -1.25
20 C 1.418 0.976 0.052  -1.27
21 P 2.158 0.689 -1.739  0.39
22 C 1.209 1.542 -3.056  -1.04
23 C 2.133 -1.094 -2.236  -1.09
24 P 1.663 -0.786 0.711  0.48
25 C 3.512 -1.127 0.789  -1.29
26 O 1.166 -0.946 2.309  -0.39
27 H 0.496 0.739 4.087  0.29
28 H -0.423 1.832 2.947  0.04
29 H -0.011 2.309 4.561  0.57
30 H 2.336 2.230 4.225  0.60
31 H 2.319 4.587 3.140  0.30
32 H 1.419 4.199 4.594  0.56
33 H 0.532 4.341 3.090  0.27
34 H 3.022 1.019 2.448  0.44
35 H 3.476 2.638 2.232  0.50
36 H 3.128 1.982 0.230  0.54
37 H 2.295 4.130 1.022  0.65
38 H 2.417 5.821 -2.918  0.47
39 H 1.301 6.132 -1.602  0.34
40 H 0.955 4.847 -2.824  0.29
41 H 4.856 5.108 -1.647  0.44
42 H 4.018 5.632 -0.115  0.36
43 H 4.818 4.083 -0.148  0.35
44 H 0.003 3.221 1.381  -0.56
45 H -0.492 5.355 -0.712  0.59
46 H 0.388 5.687 0.828  0.38
47 H -1.423 2.797 -0.456  0.50
48 H -0.536 1.165 0.934  0.17
49 H -1.925 -0.608 1.172  0.35
50 H -2.963 -1.311 -0.079  0.57
51 H -1.393 -2.090 0.291  0.07
52 H -3.225 1.077 -1.387  0.45
53 H -2.045 1.539 -2.679  0.37
54 H -2.834 -0.036 -2.695  0.19
55 H 0.354 0.944 -3.409  0.34
56 H 1.880 1.635 -3.925  0.44
57 H 0.840 2.541 -2.829  0.10
58 H 1.221 -1.648 -1.998  0.31
59 H 3.004 -1.661 -1.891  0.40
60 H 2.210 -1.090 -3.337  0.52
61 H 3.993 -0.239 0.340  0.37
62 H 3.876 -1.208 1.822  0.47
63 H 3.788 -1.976 0.162  0.38
64 H 1.922 -1.283 2.816  0.26
65 O -4.263 -1.202 -4.120  -0.61
66 C -4.096 -2.390 -4.230  0.84
67 O -3.791 -3.116 -3.137  -0.37
68 C -3.792 -4.550 -3.109  -0.40
69 C -2.453 -5.113 -3.538  -0.97
70 C -4.122 -3.067 -5.577  -1.08
71 H -4.619 -4.954 -3.692  0.36
72 H -3.984 -4.824 -2.072  0.34
73 H -2.221 -4.853 -4.571  0.30
74 H -2.449 -6.200 -3.448  0.38
75 H -1.654 -4.706 -2.917  0.24
76 H -3.122 -3.050 -6.008  0.26
77 H -4.795 -2.510 -6.226  0.33
78 H -4.495 -4.088 -5.547  0.34
79 O -0.691 -8.207 3.308  -0.54
80 C -0.969 -7.041 3.296  0.70
81 O -0.771 -6.321 2.167  -0.40
82 C -1.271 -4.998 1.973  -0.54
83 C -0.303 -3.955 2.494  -0.40
84 C -1.446 -6.331 4.541  -0.89
85 H -2.269 -4.886 2.399  0.36
86 H -1.382 -4.879 0.894  0.24
87 H -0.160 -4.047 3.572  0.29
88 H -0.666 -2.950 2.279  0.07
89 H 0.678 -4.080 2.032  0.25
90 H -0.585 -5.953 5.092  0.23
91 H -1.973 -7.051 5.163  0.31
92 H -2.145 -5.520 4.345  0.31

- LUMO energy: -2.26 eV
- Multiplicity: 1
- Energy above the lowest of the compared OMol25 structures with the same formula, charge and spin: 2.116 eV
- HOMO energy: -10.341 eV
- Total charge: +1

---

Q: Which of these has the highest HOMO energy?
A: C25H53N6O9S2